ORCA calculation (ωB97M-V with the def2-TZVPD basis set) on a molecular structure, C37H43Cl5PSi4TeW.

HOMO-LUMO gap (alpha / beta) = 6.078 / 7.118 eV
E_LUMO (alpha / beta) = -4.18 / -3.63 eV
Energy relative to the best compared isomer or geometry (same formula, charge and spin) = 0.0 kJ/mol
Multiplicity = 3
Net charge = +1

Last column: Mulliken spin population.
Geometry (Å):
1 W -0.87 1.32 0.28  2.065
2 C 5.36 0.79 -1.22  -0.002
3 C 4.28 1.30 -1.93  0.000
4 C 3.10 1.60 -1.28  -0.009
5 C 3.00 1.40 0.10  0.011
6 C 4.08 0.89 0.81  -0.009
7 C 5.26 0.59 0.15  0.001
8 P 1.47 1.93 0.92  0.058
9 C 1.77 1.75 2.70  -0.059
10 C 2.02 2.80 3.58  0.008
11 C 2.20 2.54 4.93  0.001
12 C 2.12 1.24 5.41  0.000
13 C 1.85 0.19 4.54  0.009
14 C 1.68 0.45 3.19  0.003
15 C 1.46 3.70 0.53  0.047
16 C 2.53 4.52 0.77  0.008
17 C 2.47 5.89 0.44  -0.011
18 C 1.35 6.39 -0.16  0.010
19 C 0.26 5.55 -0.50  -0.007
20 C -0.86 6.04 -1.22  0.073
21 C -1.84 5.18 -1.62  -0.042
22 C -1.79 3.81 -1.27  0.063
23 C -0.76 3.30 -0.51  0.033
24 C 0.31 4.18 -0.14  -0.065
25 H 6.29 0.57 -1.73  0.000
26 H 4.36 1.46 -3.00  0.000
27 H 2.26 2.00 -1.83  0.004
28 H 4.01 0.73 1.88  0.001
29 H 6.10 0.19 0.70  0.000
30 H 2.06 3.82 3.21  -0.002
31 H 2.40 3.36 5.61  0.000
32 H 2.25 1.05 6.47  0.000
33 H 1.78 -0.82 4.92  0.001
34 H 1.51 -0.36 2.50  0.029
35 H 3.44 4.11 1.21  0.001
36 H 3.31 6.53 0.66  -0.001
37 H 1.29 7.44 -0.42  0.000
38 H -0.90 7.09 -1.48  0.003
39 H -2.68 5.55 -2.21  0.000
40 H -2.59 3.17 -1.61  0.015
41 Cl -4.28 0.76 -1.45  -0.004
42 C -4.17 1.55 0.08  0.029
43 C -2.93 1.73 0.68  0.087
44 C -2.94 2.39 1.89  -0.111
45 Cl -1.32 2.53 2.58  -0.006
46 C -4.05 2.87 2.54  -0.033
47 Cl -3.90 3.70 4.03  -0.002
48 C -5.28 2.66 1.93  0.041
49 Cl -6.71 3.22 2.69  0.006
50 C -5.34 1.99 0.70  -0.026
51 Cl -6.86 1.72 -0.04  -0.002
52 C -0.22 -3.35 2.18  -0.004
53 Si -1.49 -3.21 0.81  -0.002
54 C -2.67 -1.89 1.41  0.004
55 C -2.26 -4.89 0.63  0.002
56 Si -0.64 -2.60 -1.29  0.023
57 Te -0.38 -0.05 -1.81  -0.277
58 Si 1.57 -3.34 -1.50  0.001
59 C 2.27 -2.85 -3.15  -0.007
60 C 2.63 -2.58 -0.17  0.013
61 C 1.53 -5.20 -1.30  0.002
62 Si -2.10 -3.25 -3.01  0.003
63 C -3.86 -3.02 -2.42  0.000
64 C -1.79 -2.32 -4.59  -0.006
65 C -1.78 -5.07 -3.24  0.002
66 H -0.70 -3.81 3.05  0.000
67 H 0.15 -2.37 2.49  0.005
68 H 0.65 -3.96 1.90  0.000
69 H -3.16 -2.18 2.35  0.002
70 H -3.44 -1.63 0.68  0.001
71 H -2.08 -1.00 1.63  0.023
72 H -2.68 -5.22 1.59  0.000
73 H -1.49 -5.62 0.34  0.000
74 H -3.06 -4.93 -0.12  0.000
75 H 2.24 -1.76 -3.28  0.003
76 H 1.71 -3.31 -3.98  0.000
77 H 3.31 -3.17 -3.23  0.000
78 H 2.54 -1.49 -0.19  -0.002
79 H 3.68 -2.84 -0.34  0.000
80 H 2.35 -2.93 0.84  0.000
81 H 0.93 -5.67 -2.08  0.000
82 H 1.12 -5.49 -0.33  0.000
83 H 2.55 -5.60 -1.37  0.000
84 H -4.07 -1.97 -2.15  0.001
85 H -4.05 -3.63 -1.53  0.000
86 H -4.56 -3.32 -3.19  0.000
87 H -2.03 -1.26 -4.49  0.001
88 H -2.40 -2.74 -5.39  0.000
89 H -0.73 -2.40 -4.88  0.000
90 H -1.80 -5.61 -2.28  0.000
91 H -0.81 -5.25 -3.72  0.000
92 H -2.55 -5.52 -3.89  -0.001

ORCA calculation (ωB97M-V with the def2-TZVPD basis set) on a gas-phase ion, C5H10NO (charge +1).

HOMO-LUMO gap = 8.317 eV
E_LUMO = -4.09 eV
Energy relative to the best compared isomer or geometry (same formula, charge and spin) = 368.2 kJ/mol
Multiplicity = 1
Net charge = +1

Last column: natural (NBO) charge in e.
Geometry (Å):
1 C -1.29 -0.22 -0.42  -0.535
2 C -0.95 0.92 0.59  -0.450
3 C 0.00 -0.73 -0.74  0.635
4 C 0.27 0.21 1.32  0.045
5 C 0.27 -1.57 -1.89  -0.714
6 N 1.36 1.20 1.71  -0.735
7 O 0.86 -0.47 0.18  -0.403
8 H -1.64 -0.92 0.28  0.281
9 H -2.00 0.05 -1.29  0.273
10 H -0.73 1.87 0.03  0.199
11 H -1.79 0.98 1.23  0.245
12 H -0.31 -2.57 -2.02  0.301
13 H 1.33 -1.76 -1.91  0.264
14 H -0.24 -0.97 -2.62  0.270
15 H 2.11 0.53 1.68  0.448
16 H 1.20 1.37 2.72  0.456
17 H 1.57 2.08 1.15  0.418

ORCA calculation (ωB97M-V with the def2-TZVPD basis set) on a molecular structure, C24H12F5N5SeZn.

HOMO-LUMO gap = 6.739 eV
E_LUMO = -0.87 eV
Multiplicity = 1

Last column: natural (NBO) charge in e.
Geometry (Å):
1 Zn -0.30 -0.38 0.37  1.576
2 C 0.45 -2.83 3.90  -0.281
3 C 1.84 -2.93 3.92  -0.146
4 C 2.56 -2.37 2.89  -0.233
5 C 1.89 -1.74 1.82  0.395
6 N 0.54 -1.57 1.87  -0.630
7 C -0.14 -2.11 2.88  0.060
8 N 2.67 -1.33 0.81  -0.533
9 C 2.25 -1.04 -0.38  0.488
10 N 0.97 -1.16 -0.83  -0.845
11 C 0.88 -0.63 -2.08  0.467
12 N -0.21 -0.52 -2.76  -0.521
13 C -1.44 -0.85 -2.31  0.397
14 C -2.37 -1.28 -3.28  -0.238
15 C -3.64 -1.63 -2.92  -0.143
16 C -4.02 -1.48 -1.59  -0.283
17 C -3.09 -1.00 -0.69  0.056
18 N -1.82 -0.72 -1.02  -0.633
19 C 2.21 -0.23 -2.53  -0.019
20 C 2.67 0.35 -3.69  -0.188
21 C 4.04 0.60 -3.79  -0.195
22 C 4.91 0.28 -2.75  -0.197
23 C 4.44 -0.28 -1.57  -0.158
24 C 3.09 -0.52 -1.47  -0.104
25 H -0.16 -3.29 4.66  0.227
26 H 2.34 -3.44 4.73  0.222
27 H 3.64 -2.40 2.86  0.236
28 H -1.21 -1.95 2.87  0.199
29 H -2.03 -1.35 -4.30  0.235
30 H -4.34 -2.00 -3.65  0.222
31 H -5.01 -1.73 -1.26  0.227
32 H -3.36 -0.85 0.34  0.204
33 H 1.99 0.60 -4.49  0.231
34 H 4.43 1.06 -4.68  0.217
35 H 5.96 0.49 -2.87  0.217
36 H 5.11 -0.51 -0.75  0.230
37 F -4.28 4.67 3.06  -0.288
38 C -3.26 4.05 2.45  0.249
39 C -2.27 4.80 1.82  0.277
40 F -2.34 6.14 1.82  -0.287
41 C -1.22 4.16 1.19  0.314
42 F -0.27 4.87 0.58  -0.292
43 C -1.10 2.76 1.19  -0.290
44 Se 0.37 1.96 0.35  -0.386
45 C -2.10 2.04 1.84  0.277
46 F -2.02 0.68 1.91  -0.343
47 C -3.17 2.67 2.46  0.308
48 F -4.10 1.93 3.08  -0.301

ORCA calculation (ωB97M-V with the def2-TZVPD basis set) on a molecular structure, C30H46BrN3P2PtSe.

HOMO-LUMO gap (alpha / beta) = 7.023 / 4.343 eV
E_LUMO (alpha / beta) = -11.60 / -14.53 eV
Energy relative to the best compared isomer or geometry (same formula, charge and spin) = 0.0 kJ/mol
Multiplicity = 5
Net charge = +4

Last column: Mulliken spin population.
Geometry (Å):
1 C 2.94 4.66 -1.16  0.107
2 C 1.84 4.13 -1.87  0.011
3 C 1.90 4.16 -3.27  0.096
4 C 2.96 4.80 -3.89  0.011
5 N 3.98 5.34 -3.22  0.789
6 C 3.96 5.27 -1.89  0.004
7 C 0.64 3.59 -1.33  0.140
8 C -0.47 3.08 -1.16  -0.018
9 C -1.57 2.63 -0.35  0.240
10 C -1.92 1.19 -0.13  -0.110
11 C -2.85 0.83 1.00  0.133
12 C -2.96 1.95 1.91  0.134
13 C -2.98 3.29 1.55  0.118
14 C -2.27 3.62 0.37  -0.060
15 Pt -1.14 -0.37 1.15  0.598
16 P 1.01 -0.31 0.30  0.246
17 H 1.09 3.75 -3.86  0.009
18 H 3.00 4.64 -0.07  0.011
19 H 2.98 4.87 -4.96  0.024
20 H 4.81 5.72 -1.39  0.024
21 H -2.23 4.66 0.11  -0.003
22 H -1.91 0.59 -1.01  0.011
23 H -3.32 4.05 2.24  0.004
24 H -3.62 0.03 0.95  0.014
25 C 1.86 -1.98 0.42  -0.005
26 C 2.96 -2.41 -0.53  0.018
27 H 1.05 -2.73 0.46  -0.012
28 H 2.32 -2.03 1.42  -0.011
29 H 3.17 -3.47 -0.35  0.002
30 H 2.71 -2.31 -1.59  0.000
31 H 3.88 -1.86 -0.34  -0.002
32 C 1.08 0.19 -1.48  0.035
33 C 2.40 0.63 -2.13  0.010
34 H 0.39 1.03 -1.58  -0.007
35 H 0.64 -0.62 -2.06  -0.012
36 H 2.24 0.71 -3.22  0.001
37 H 2.72 1.63 -1.80  -0.003
38 H 3.23 -0.08 -1.97  -0.001
39 C 2.22 0.92 0.96  -0.010
40 C 3.71 0.56 0.97  0.013
41 H 1.90 1.19 1.97  0.009
42 H 2.07 1.82 0.34  0.028
43 H 4.27 1.31 1.55  0.000
44 H 3.93 -0.42 1.43  0.001
45 H 4.15 0.57 -0.04  -0.001
46 Br -2.98 1.81 3.80  0.073
47 P -1.60 -2.18 -1.37  0.479
48 C -0.25 -2.96 -2.39  0.064
49 C -0.63 -4.19 -3.20  0.034
50 H 0.57 -3.17 -1.69  -0.008
51 H 0.10 -2.18 -3.09  0.000
52 H 0.26 -4.54 -3.75  0.007
53 H -0.96 -5.02 -2.57  -0.001
54 H -1.40 -3.98 -3.95  -0.003
55 C -2.73 -3.53 -0.86  0.053
56 C -4.18 -3.37 -1.27  0.009
57 H -2.66 -3.55 0.24  0.008
58 H -2.33 -4.49 -1.21  0.011
59 H -4.83 -3.96 -0.62  0.002
60 H -4.52 -2.34 -1.21  0.002
61 H -4.36 -3.72 -2.29  0.000
62 C -2.41 -1.15 -2.67  0.039
63 C -2.94 -1.80 -3.94  0.041
64 H -1.62 -0.44 -2.97  -0.003
65 H -3.21 -0.57 -2.19  -0.002
66 H -3.49 -1.05 -4.53  0.003
67 H -2.15 -2.17 -4.60  0.000
68 H -3.64 -2.62 -3.75  -0.002
69 C 1.67 -1.27 3.61  0.011
70 N 0.70 -0.52 4.36  0.010
71 C 0.92 0.49 5.29  0.038
72 C -0.27 0.71 5.93  0.024
73 N -1.18 -0.20 5.39  0.047
74 C -2.58 -0.46 5.73  0.010
75 C -0.62 -0.86 4.35  -0.037
76 Se -1.66 -1.83 3.14  0.535
77 H 2.01 -2.15 4.16  0.001
78 H 2.54 -0.64 3.39  -0.001
79 H 1.17 -1.57 2.69  -0.026
80 H 1.88 0.92 5.43  0.002
81 H -0.56 1.39 6.73  0.000
82 H -2.71 -1.54 5.90  0.003
83 H -2.86 0.12 6.61  0.002
84 H -3.22 -0.20 4.87  -0.009

ORCA calculation (ωB97M-V with the def2-TZVPD basis set) on 2 unconnected molecules or ions with the total composition C9H14O.

HOMO-LUMO gap = 9.194 eV
E_LUMO = 0.84 eV
Energy relative to the best compared isomer or geometry (same formula, charge and spin) = 57.1 kJ/mol
Multiplicity = 1
SMILES = Cc1ccc(O)cc1.CC

Last column: natural (NBO) charge in e.
Geometry (Å):
1 C 1.24 -1.61 -1.68  -0.626
2 C 1.51 -0.27 0.40  -0.190
3 C 0.93 -1.37 -0.24  -0.054
4 C 1.13 0.04 1.71  -0.267
5 C -0.11 -2.07 0.36  -0.188
6 C 0.09 -0.65 2.30  0.303
7 C -0.54 -1.69 1.63  -0.280
8 O -0.19 -0.34 3.59  -0.687
9 H 2.31 0.25 -0.11  0.215
10 H 1.64 0.84 2.23  0.224
11 H 2.15 -1.09 -1.97  0.211
12 H 0.43 -1.38 -2.38  0.219
13 H -0.68 -2.85 -0.11  0.214
14 H -1.48 -1.97 2.11  0.207
15 H -0.77 -0.92 4.08  0.487
16 H 1.46 -2.67 -1.89  0.214
17 C -1.11 1.54 -0.94  -0.620
18 C -1.18 2.89 -1.61  -0.613
19 H -1.84 1.39 -0.12  0.202
20 H -1.46 0.72 -1.56  0.204
21 H -0.13 1.37 -0.49  0.217
22 H -1.97 3.04 -2.34  0.206
23 H -0.22 3.08 -2.09  0.200
24 H -1.22 3.73 -0.90  0.203

What is the multiplicity in the third record?
1